Entry 1:
102
Properties=species:S:1:pos:R:3 method="wB97M-V/def2-TZVPD" largest_force_ev_per_a=5.28 total_energy_ha=-3929.6435 gap_ha=0.2827 smiles="CCOC1=C(ON=O)C(=O)OC1=O.O=C1C=C(O)C(=O)C=C1O.O=C1C=C(O)C(=O)C=C1O.O=C1C=C(O)C(=O)C=C1O.O=C1C=C(O)C(=O)C=C1O.O=C1C=C(O)C(=O)C=C1O.O=C1C=C(O)C(=O)C=C1O"
C -2.903 -7.334 1.082
C -2.956 -5.943 0.384
O -1.589 -5.482 0.285
C -1.295 -4.485 1.100
C -1.668 -4.190 2.337
O -2.540 -4.903 3.139
N -3.569 -4.006 3.623
O -4.081 -3.430 2.760
C -0.959 -2.926 2.806
O -1.022 -2.389 3.819
O -0.171 -2.557 1.744
C -0.294 -3.414 0.675
O 0.269 -3.352 -0.315
H -2.771 -7.207 2.166
H -3.751 -7.976 0.818
H -1.967 -7.792 0.717
H -3.406 -6.123 -0.608
H -3.626 -5.244 0.904
O 1.475 1.145 4.393
C 2.352 0.406 3.987
C 2.125 -1.001 3.682
C 3.130 -1.770 3.252
O 2.956 -3.066 2.960
C 4.513 -1.226 3.071
O 5.396 -1.973 2.694
C 4.735 0.190 3.351
C 3.727 0.959 3.779
O 3.882 2.258 4.038
H 1.122 -1.382 3.818
H 3.832 -3.390 2.675
H 5.733 0.577 3.198
H 3.004 2.572 4.329
O 3.465 6.268 -0.312
C 2.608 6.042 0.517
C 2.894 5.408 1.803
C 1.905 5.165 2.668
O 2.122 4.578 3.850
C 0.486 5.525 2.363
O -0.376 5.263 3.179
C 0.202 6.176 1.091
C 1.189 6.420 0.222
O 0.956 7.005 -0.956
H 3.922 5.149 2.013
H 1.245 4.512 4.277
H -0.826 6.443 0.887
H 1.827 7.066 -1.404
O -4.277 2.341 -3.175
C -3.196 2.846 -2.940
C -3.035 4.259 -2.606
C -1.818 4.764 -2.369
O -1.637 6.050 -2.052
C -0.589 3.911 -2.442
O 0.497 4.417 -2.237
C -0.753 2.493 -2.752
C -1.969 1.988 -2.983
O -2.150 0.691 -3.265
H -3.930 4.863 -2.558
H -0.674 6.160 -1.933
H 0.140 1.885 -2.783
H -3.114 0.566 -3.396
O 4.269 -6.923 6.585
C 3.293 -7.040 5.871
C 1.927 -7.044 6.387
C 0.892 -7.192 5.554
O -0.371 -7.198 5.990
C 1.089 -7.361 4.079
O 0.114 -7.511 3.367
C 2.452 -7.334 3.560
C 3.488 -7.181 4.393
O 4.748 -7.149 3.953
H 1.798 -6.923 7.453
H -0.924 -7.320 5.195
H 2.580 -7.439 2.492
H 5.302 -7.032 4.749
O -4.281 -5.402 -2.308
C -4.314 -4.269 -2.755
C -3.704 -3.128 -2.084
C -3.786 -1.903 -2.621
O -3.232 -0.841 -2.034
C -4.506 -1.663 -3.915
O -4.575 -0.532 -4.356
C -5.095 -2.810 -4.596
C -5.007 -4.031 -4.060
O -5.532 -5.103 -4.659
H -3.190 -3.315 -1.152
H -3.424 -0.078 -2.616
H -5.596 -2.627 -5.536
H -5.335 -5.858 -4.072
O 1.384 8.357 -8.401
C 1.638 8.085 -7.244
C 2.991 8.124 -6.697
C 3.211 7.797 -5.419
O 4.435 7.824 -4.884
C 2.095 7.382 -4.513
O 2.354 7.077 -3.363
C 0.741 7.364 -5.051
C 0.519 7.694 -6.328
O -0.707 7.692 -6.855
H 3.788 8.424 -7.362
H 4.325 7.545 -3.955
H -0.059 7.079 -4.381
H -0.595 7.964 -7.786

=====

Entry 2:
86
Properties=species:S:1:pos:R:3 method="wB97M-V/def2-TZVPD" largest_force_ev_per_a=0.93 total_energy_ha=-6414.7611 gap_ha=0.2106
Ir -0.675 -0.420 -0.448
Br -0.601 1.463 1.312
C -2.486 1.746 1.265
C -2.983 2.831 1.921
C -4.383 3.003 1.965
C -5.199 2.080 1.381
C -4.675 0.955 0.697
C -5.528 -0.008 0.111
C -4.992 -1.096 -0.511
C -3.595 -1.259 -0.605
C -2.702 -0.350 -0.085
C -3.269 0.773 0.601
H -2.325 3.543 2.399
H -4.795 3.856 2.486
H -6.274 2.187 1.441
H -6.599 0.132 0.176
H -5.640 -1.841 -0.954
H -3.223 -2.144 -1.107
Cl 2.452 -0.168 1.574
C 1.681 -1.010 2.878
C 2.311 -0.897 4.111
C 1.816 -1.574 5.208
C 0.698 -2.378 5.066
C 0.079 -2.484 3.834
C 0.539 -1.796 2.705
P -0.365 -2.115 1.127
C -1.977 -2.680 1.769
C -2.483 -3.941 1.491
C -3.734 -4.312 1.974
C -4.476 -3.430 2.738
C -3.966 -2.169 3.031
C -2.725 -1.800 2.554
C 0.419 -3.658 0.545
C 0.095 -4.132 -0.726
C 0.648 -5.309 -1.200
C 1.540 -6.024 -0.414
C 1.868 -5.562 0.851
C 1.308 -4.387 1.331
H 3.196 -0.282 4.189
H 2.311 -1.482 6.164
H 0.302 -2.925 5.910
H -0.787 -3.126 3.747
H -1.919 -4.639 0.888
H -4.121 -5.297 1.752
H -5.448 -3.720 3.111
H -4.541 -1.473 3.626
H -2.331 -0.820 2.795
H -0.600 -3.583 -1.345
H 0.389 -5.661 -2.189
H 1.980 -6.938 -0.788
H 2.562 -6.114 1.467
H 1.582 -4.037 2.316
O -1.081 1.211 -1.682
N -1.992 0.938 -2.628
C -2.809 1.938 -3.000
C -3.718 1.734 -4.005
C -3.780 0.480 -4.618
C -2.955 -0.535 -4.192
C -2.052 -0.309 -3.154
S -0.970 -1.503 -2.511
H -2.667 2.862 -2.461
H -4.368 2.544 -4.297
H -4.485 0.300 -5.415
H -2.990 -1.521 -4.631
O 4.679 3.450 -5.849
S 5.781 2.694 -6.406
O 5.581 2.214 -7.757
O 7.100 3.208 -6.108
C 5.745 1.151 -5.456
N 6.668 0.225 -5.715
C 6.618 -0.904 -5.027
C 5.653 -1.165 -4.060
C 4.743 -0.138 -3.868
N 4.796 1.006 -4.560
C 3.610 -0.204 -2.898
C 3.361 -1.290 -2.063
C 2.258 -1.274 -1.239
N 1.391 -0.252 -1.200
C 1.655 0.818 -1.974
C 2.739 0.884 -2.820
H 7.378 -1.646 -5.251
H 5.632 -2.098 -3.521
H 4.010 -2.154 -2.042
H 2.058 -2.108 -0.586
H 0.952 1.635 -1.917
H 2.918 1.753 -3.438

=====

Entry 3:
80
Properties=species:S:1:pos:R:3 method="wB97M-V/def2-TZVPD" s_squared=0.763 largest_force_ev_per_a=0.54 charge=-1 multiplicity=2 total_energy_ha=-5458.8895 gap_ha="0.2055 / 0.1964"
Ru 0.365 1.445 1.116
I 2.562 2.315 -0.064
C 4.067 0.896 0.240
C 5.107 1.287 1.033
C 6.267 0.501 1.149
C 6.385 -0.625 0.397
C 5.328 -1.050 -0.445
C 5.522 -2.174 -1.276
C 4.529 -2.591 -2.107
C 3.275 -1.962 -2.048
C 3.004 -0.888 -1.234
P 1.177 -0.502 -1.036
C 0.632 -2.252 -0.827
C -0.373 -2.846 -1.585
C -0.756 -4.164 -1.355
C -0.162 -4.897 -0.342
C 0.813 -4.299 0.451
C 1.209 -2.995 0.209
C 0.684 -0.107 -2.775
C 0.364 1.237 -2.976
C -0.035 1.706 -4.221
C -0.138 0.830 -5.290
C 0.167 -0.513 -5.106
C 0.579 -0.976 -3.865
C 4.089 -0.333 -0.474
H 5.041 2.226 1.568
H 7.069 0.821 1.803
H 7.293 -1.217 0.418
H 6.479 -2.682 -1.244
H 4.673 -3.437 -2.768
H 2.475 -2.407 -2.621
H -0.881 -2.278 -2.354
H -1.533 -4.609 -1.967
H -0.462 -5.922 -0.160
H 1.266 -4.852 1.265
H 1.961 -2.531 0.837
H 0.381 1.928 -2.140
H -0.284 2.754 -4.334
H -0.464 1.185 -6.261
H 0.083 -1.208 -5.934
H 0.798 -2.029 -3.758
C 1.360 4.546 4.017
C 0.204 4.589 4.790
C -0.812 3.699 4.504
C -0.675 2.780 3.457
C 0.471 2.738 2.643
C 1.483 3.647 2.972
C -1.697 1.798 3.139
C -2.890 1.672 3.895
C -3.807 0.730 3.588
C -3.533 -0.159 2.526
C -4.438 -1.179 2.167
C -4.145 -2.044 1.153
C -2.922 -1.916 0.470
C -2.034 -0.926 0.793
C -2.315 -0.007 1.819
N -1.427 1.008 2.099
H 2.174 5.232 4.228
H 0.104 5.306 5.595
H -1.717 3.729 5.097
H 2.404 3.667 2.402
H -3.050 2.352 4.717
H -4.733 0.632 4.142
H -5.368 -1.257 2.720
H -4.841 -2.828 0.879
H -2.677 -2.609 -0.322
H -1.099 -0.817 0.267
I -0.355 3.937 -0.309
Se 1.575 -0.140 2.405
I -6.001 2.220 0.718
C -4.644 1.388 -0.637
C -5.072 0.493 -1.601
C -4.125 -0.046 -2.455
C -2.795 0.312 -2.278
N -2.392 1.166 -1.343
C -3.298 1.720 -0.551
H -6.116 0.220 -1.679
H -4.410 -0.747 -3.229
H -2.019 -0.118 -2.903
H -2.925 2.429 0.181

=====

Entry 4:
87
Properties=species:S:1:pos:R:3 method="wB97M-V/def2-TZVPD" s_squared=0.781 largest_force_ev_per_a=1.55 charge=+1 multiplicity=2 total_energy_ha=-2929.5554 gap_ha="0.2269 / 0.2050"
Re -0.514 -0.125 1.278
O 1.841 1.534 5.787
C 2.175 2.551 4.994
C 3.279 3.313 5.379
C 3.707 4.372 4.613
C 3.027 4.716 3.443
C 1.939 3.980 3.047
C 1.496 2.870 3.790
C 0.446 2.017 3.290
O 0.083 2.173 1.918
N -0.062 1.043 3.939
N -0.910 0.193 3.286
C -1.927 -0.246 3.976
C -3.101 -0.801 3.408
C -4.077 -1.350 4.267
C -5.310 -1.719 3.804
C -5.624 -1.514 2.451
C -4.705 -0.972 1.586
C -3.410 -0.620 2.019
O -2.560 -0.147 1.154
H 1.063 1.075 5.413
H 3.780 3.037 6.297
H 4.571 4.945 4.923
H 3.347 5.566 2.856
H 1.402 4.274 2.155
H -1.916 -0.053 5.047
H -3.833 -1.463 5.317
H -6.041 -2.140 4.479
H -6.607 -1.786 2.089
H -4.948 -0.805 0.545
S 4.581 -5.624 1.541
N 4.789 -4.027 1.474
C 3.589 -3.484 1.419
C 3.305 -2.070 1.367
C 4.282 -1.084 1.349
C 3.874 0.237 1.296
C 2.524 0.536 1.273
N 1.552 -0.390 1.309
C 1.949 -1.698 1.345
C 0.897 -2.664 1.348
N -0.379 -2.169 1.302
C -1.389 -3.055 1.273
C -1.197 -4.423 1.297
C 0.086 -4.937 1.360
C 1.149 -4.047 1.383
C 2.534 -4.448 1.437
N 2.973 -5.690 1.508
H 5.325 -1.372 1.370
H 4.590 1.045 1.270
H 2.221 1.569 1.218
H -2.387 -2.648 1.231
H -2.061 -5.071 1.263
H 0.281 -6.000 1.391
O -1.065 4.104 2.112
C -0.615 3.238 1.449
C -1.361 -2.090 -7.296
C -0.450 -1.663 -6.177
C 0.843 -2.165 -6.109
C 1.691 -1.823 -5.067
C 1.253 -0.939 -4.099
C -0.031 -0.406 -4.172
N -0.417 0.510 -3.144
C -0.532 1.852 -3.298
C -0.545 2.424 -4.587
C -0.745 3.768 -4.768
C -0.953 4.625 -3.676
C -0.899 4.116 -2.412
C -0.658 2.738 -2.182
C -0.472 2.272 -0.847
O -0.702 3.249 0.099
O -0.122 1.130 -0.535
C -0.909 -0.782 -5.187
C -2.331 -0.293 -5.223
H -0.810 -2.665 -8.037
H -1.819 -1.235 -7.793
H -2.169 -2.718 -6.913
H 1.187 -2.841 -6.882
H 2.691 -2.233 -5.016
H 1.904 -0.640 -3.285
H -0.261 0.189 -2.205
H -0.375 1.778 -5.435
H -0.746 4.176 -5.770
H -1.132 5.679 -3.837
H -1.035 4.763 -1.558
H -2.585 0.274 -4.330
H -3.017 -1.138 -5.298
H -2.508 0.342 -6.095

=====

Entry 5:
88
Properties=species:S:1:pos:R:3 method="wB97M-V/def2-TZVPD" largest_force_ev_per_a=0.61 charge=-1 total_energy_ha=-13608.0930 gap_ha=0.2210
Sc 0.626 -0.700 -0.024
C -4.551 0.320 -1.827
C -4.443 0.970 -0.604
C -3.200 1.231 -0.048
C -2.026 0.862 -0.713
C -2.146 0.189 -1.936
C -3.392 -0.077 -2.480
N -0.755 1.043 -0.151
C -0.432 2.183 0.485
C -1.077 3.442 0.316
C -0.619 4.565 0.956
C 0.489 4.531 1.823
C 1.115 3.330 2.041
C 0.666 2.173 1.397
N 1.161 0.905 1.650
N 1.856 0.714 2.668
C 2.105 -0.669 2.875
C 2.998 -1.034 3.871
C 3.212 -2.382 4.091
C 2.524 -3.309 3.323
C 1.647 -2.846 2.357
N 1.434 -1.553 2.142
H -5.524 0.107 -2.251
H -5.337 1.259 -0.064
H -3.128 1.690 0.930
H -1.249 -0.154 -2.440
H -3.455 -0.614 -3.419
H -1.924 3.512 -0.353
H -1.124 5.508 0.779
H 0.841 5.435 2.302
H 1.961 3.240 2.711
H 3.500 -0.260 4.435
H 3.910 -2.707 4.852
H 2.666 -4.372 3.459
H 1.089 -3.526 1.723
S -1.249 -2.358 4.306
C -1.102 -0.772 4.983
C -0.874 -0.390 6.302
C -0.801 0.960 6.588
C -0.969 1.915 5.579
C -1.201 1.536 4.272
C -1.251 0.177 3.960
N -1.468 -0.344 2.695
C -1.521 -1.629 2.716
C -1.739 -2.519 1.559
C -2.637 -3.578 1.729
C -2.883 -4.455 0.688
C -2.217 -4.268 -0.516
C -1.320 -3.215 -0.661
C -1.033 -2.295 0.361
H -0.754 -1.134 7.079
H -0.615 1.280 7.606
H -0.915 2.968 5.826
H -1.336 2.268 3.487
H -3.161 -3.692 2.673
H -3.589 -5.267 0.812
H -2.395 -4.945 -1.343
H -0.823 -3.104 -1.618
Br 5.443 -4.783 -3.203
C 3.923 -3.710 -2.857
C 2.921 -3.585 -3.801
Br 3.035 -4.474 -5.468
C 1.804 -2.777 -3.517
Br 0.338 -2.639 -4.715
C 1.699 -2.084 -2.323
O 0.685 -1.318 -1.987
C 2.726 -2.226 -1.334
O 2.532 -1.605 -0.210
C 3.811 -3.044 -1.626
Br 5.106 -3.221 -0.255
N 2.176 1.208 -1.082
C 1.520 1.525 -1.986
N 0.781 1.882 -3.005
C -0.135 3.022 -2.918
C -0.268 3.657 -4.306
C 1.055 3.553 -5.060
C 1.383 2.083 -5.372
C 0.835 1.162 -4.274
H 0.282 3.734 -2.203
H -1.106 2.692 -2.539
H -0.578 4.697 -4.190
H -1.055 3.153 -4.874
H 1.845 3.979 -4.435
H 1.028 4.139 -5.980
H 2.463 1.956 -5.465
H 0.940 1.789 -6.326
H 1.425 0.261 -4.139
H -0.179 0.829 -4.512

=====

What did the second record say?
86
Properties=species:S:1:pos:R:3 method="wB97M-V/def2-TZVPD" largest_force_ev_per_a=0.93 total_energy_ha=-6414.7611 gap_ha=0.2106
Ir -0.675 -0.420 -0.448
Br -0.601 1.463 1.312
C -2.486 1.746 1.265
C -2.983 2.831 1.921
C -4.383 3.003 1.965
C -5.199 2.080 1.381
C -4.675 0.955 0.697
C -5.528 -0.008 0.111
C -4.992 -1.096 -0.511
C -3.595 -1.259 -0.605
C -2.702 -0.350 -0.085
C -3.269 0.773 0.601
H -2.325 3.543 2.399
H -4.795 3.856 2.486
H -6.274 2.187 1.441
H -6.599 0.132 0.176
H -5.640 -1.841 -0.954
H -3.223 -2.144 -1.107
Cl 2.452 -0.168 1.574
C 1.681 -1.010 2.878
C 2.311 -0.897 4.111
C 1.816 -1.574 5.208
C 0.698 -2.378 5.066
C 0.079 -2.484 3.834
C 0.539 -1.796 2.705
P -0.365 -2.115 1.127
C -1.977 -2.680 1.769
C -2.483 -3.941 1.491
C -3.734 -4.312 1.974
C -4.476 -3.430 2.738
C -3.966 -2.169 3.031
C -2.725 -1.800 2.554
C 0.419 -3.658 0.545
C 0.095 -4.132 -0.726
C 0.648 -5.309 -1.200
C 1.540 -6.024 -0.414
C 1.868 -5.562 0.851
C 1.308 -4.387 1.331
H 3.196 -0.282 4.189
H 2.311 -1.482 6.164
H 0.302 -2.925 5.910
H -0.787 -3.126 3.747
H -1.919 -4.639 0.888
H -4.121 -5.297 1.752
H -5.448 -3.720 3.111
H -4.541 -1.473 3.626
H -2.331 -0.820 2.795
H -0.600 -3.583 -1.345
H 0.389 -5.661 -2.189
H 1.980 -6.938 -0.788
H 2.562 -6.114 1.467
H 1.582 -4.037 2.316
O -1.081 1.211 -1.682
N -1.992 0.938 -2.628
C -2.809 1.938 -3.000
C -3.718 1.734 -4.005
C -3.780 0.480 -4.618
C -2.955 -0.535 -4.192
C -2.052 -0.309 -3.154
S -0.970 -1.503 -2.511
H -2.667 2.862 -2.461
H -4.368 2.544 -4.297
H -4.485 0.300 -5.415
H -2.990 -1.521 -4.631
O 4.679 3.450 -5.849
S 5.781 2.694 -6.406
O 5.581 2.214 -7.757
O 7.100 3.208 -6.108
C 5.745 1.151 -5.456
N 6.668 0.225 -5.715
C 6.618 -0.904 -5.027
C 5.653 -1.165 -4.060
C 4.743 -0.138 -3.868
N 4.796 1.006 -4.560
C 3.610 -0.204 -2.898
C 3.361 -1.290 -2.063
C 2.258 -1.274 -1.239
N 1.391 -0.252 -1.200
C 1.655 0.818 -1.974
C 2.739 0.884 -2.820
H 7.378 -1.646 -5.251
H 5.632 -2.098 -3.521
H 4.010 -2.154 -2.042
H 2.058 -2.108 -0.586
H 0.952 1.635 -1.917
H 2.918 1.753 -3.438

=====

Copy entry 4 word for word.
87
Properties=species:S:1:pos:R:3 method="wB97M-V/def2-TZVPD" s_squared=0.781 largest_force_ev_per_a=1.55 charge=+1 multiplicity=2 total_energy_ha=-2929.5554 gap_ha="0.2269 / 0.2050"
Re -0.514 -0.125 1.278
O 1.841 1.534 5.787
C 2.175 2.551 4.994
C 3.279 3.313 5.379
C 3.707 4.372 4.613
C 3.027 4.716 3.443
C 1.939 3.980 3.047
C 1.496 2.870 3.790
C 0.446 2.017 3.290
O 0.083 2.173 1.918
N -0.062 1.043 3.939
N -0.910 0.193 3.286
C -1.927 -0.246 3.976
C -3.101 -0.801 3.408
C -4.077 -1.350 4.267
C -5.310 -1.719 3.804
C -5.624 -1.514 2.451
C -4.705 -0.972 1.586
C -3.410 -0.620 2.019
O -2.560 -0.147 1.154
H 1.063 1.075 5.413
H 3.780 3.037 6.297
H 4.571 4.945 4.923
H 3.347 5.566 2.856
H 1.402 4.274 2.155
H -1.916 -0.053 5.047
H -3.833 -1.463 5.317
H -6.041 -2.140 4.479
H -6.607 -1.786 2.089
H -4.948 -0.805 0.545
S 4.581 -5.624 1.541
N 4.789 -4.027 1.474
C 3.589 -3.484 1.419
C 3.305 -2.070 1.367
C 4.282 -1.084 1.349
C 3.874 0.237 1.296
C 2.524 0.536 1.273
N 1.552 -0.390 1.309
C 1.949 -1.698 1.345
C 0.897 -2.664 1.348
N -0.379 -2.169 1.302
C -1.389 -3.055 1.273
C -1.197 -4.423 1.297
C 0.086 -4.937 1.360
C 1.149 -4.047 1.383
C 2.534 -4.448 1.437
N 2.973 -5.690 1.508
H 5.325 -1.372 1.370
H 4.590 1.045 1.270
H 2.221 1.569 1.218
H -2.387 -2.648 1.231
H -2.061 -5.071 1.263
H 0.281 -6.000 1.391
O -1.065 4.104 2.112
C -0.615 3.238 1.449
C -1.361 -2.090 -7.296
C -0.450 -1.663 -6.177
C 0.843 -2.165 -6.109
C 1.691 -1.823 -5.067
C 1.253 -0.939 -4.099
C -0.031 -0.406 -4.172
N -0.417 0.510 -3.144
C -0.532 1.852 -3.298
C -0.545 2.424 -4.587
C -0.745 3.768 -4.768
C -0.953 4.625 -3.676
C -0.899 4.116 -2.412
C -0.658 2.738 -2.182
C -0.472 2.272 -0.847
O -0.702 3.249 0.099
O -0.122 1.130 -0.535
C -0.909 -0.782 -5.187
C -2.331 -0.293 -5.223
H -0.810 -2.665 -8.037
H -1.819 -1.235 -7.793
H -2.169 -2.718 -6.913
H 1.187 -2.841 -6.882
H 2.691 -2.233 -5.016
H 1.904 -0.640 -3.285
H -0.261 0.189 -2.205
H -0.375 1.778 -5.435
H -0.746 4.176 -5.770
H -1.132 5.679 -3.837
H -1.035 4.763 -1.558
H -2.585 0.274 -4.330
H -3.017 -1.138 -5.298
H -2.508 0.342 -6.095